Entry 1:
A structure of composition C31H40BN10PtSb, computed with the ωB97M-V functional and the def2-TZVPD basis.

Geometry as ORCA input:
```
! wB97M-V def2-TZVPD RIJCOSX def2/J DEFGRID3
* xyz 3 6
H 1.43639 -4.35012 -3.60500
H -0.66945 0.93831 -0.99240
N 3.06357 0.43258 1.68401
B 0.96681 0.09378 3.68155
H -0.81312 1.70847 -8.76669
H -4.92390 2.78044 -6.85275
H -1.91929 4.77607 -8.73126
C 3.11235 -3.25489 -2.59382
H 1.11463 -1.12932 8.40459
N 0.08581 0.80250 1.39763
C -0.50712 1.92126 -0.62501
H 0.62886 -4.22802 0.37845
C -1.54090 1.28514 -9.40754
H 0.80073 0.38148 9.05424
H -3.20897 -1.59951 -2.71405
C 4.76568 1.10376 0.09851
C 0.61369 -2.38497 4.30834
H -1.66447 0.21652 -9.25488
C -1.33216 2.51293 1.86176
N 0.04717 0.92849 2.73517
C 1.54939 -0.10174 8.45318
N 0.89685 -1.43163 3.36031
H -5.10377 2.17778 -2.07678
H -3.23145 0.20960 1.16144
C -0.65140 1.79716 0.84436
H 5.62582 1.82619 -0.16329
N 1.04435 -2.05498 2.12883
H -2.29541 -1.94453 0.82981
H 2.28912 -4.31356 1.09229
C -3.00858 -0.86045 -0.80494
C 1.59839 0.44267 7.09094
H 3.85487 -1.81548 -1.00022
H 4.00684 1.45270 -0.62066
N 1.29826 -0.18776 6.04012
C -4.21248 1.25135 -0.37297
C 1.21577 -4.38433 1.29917
C -3.48826 0.13634 0.08765
Pt 1.12525 -0.85879 0.36508
N -0.81098 -1.95464 -0.68891
H -2.60808 -2.94757 -0.49954
H -3.47683 4.82081 -7.88831
H 5.68506 1.74185 2.64150
H 4.98821 -0.00358 -0.13249
H -4.81594 1.02493 -7.23832
Sb -3.27232 2.43824 -8.85030
H 1.49377 2.72290 4.70639
C 4.20207 0.95461 1.40012
C -0.89195 1.85604 3.05081
C -4.28562 1.89438 -7.04488
H -1.20722 1.62365 -10.41602
C -2.56341 4.22950 -8.09361
C 3.08920 -2.22196 -1.58426
H -1.12224 2.00897 4.10306
H 4.12197 0.96684 4.70747
C 3.91062 0.70092 3.74265
H 0.95351 -5.37144 1.69943
H -1.10675 2.66277 -1.15514
N 2.81790 0.32191 3.12225
C -4.17685 0.23716 -2.62294
H -1.10127 -3.61043 -1.78430
C 0.99491 -2.92553 -1.88292
H 0.60768 2.09910 -0.78979
C 4.79359 1.16672 2.64349
H 2.43358 0.02348 9.06184
H -4.57366 0.22448 -3.67364
C 0.88548 -3.31042 2.27753
H -3.53516 1.67009 -6.21253
H 0.43808 -4.64572 3.99524
C 1.29914 1.95863 5.35572
H 4.03608 -3.57165 -3.12116
H -1.93671 3.95178 -7.24661
C 1.83989 -3.69956 -2.77550
H 0.64083 -1.79233 5.21566
C -3.39907 -0.79737 -2.09642
C -4.54591 1.29156 -1.72026
C -2.24721 -1.97911 -0.24284
H -2.08134 3.25704 1.97844
H 1.81507 2.76405 7.28545
H -4.48331 2.02312 0.29925
C 0.55514 -3.62674 3.64286
N 1.83687 -2.15360 -1.10667
C 1.58276 1.89797 6.64968
C -0.42499 -2.84216 -1.50208
N 1.07551 0.64488 5.01540
*
```

Summary:
HOMO energy (spin up / spin down): -15.16 / -15.16 eV
E_LUMO (spin up / spin down): -7.092 / -9.922 eV
Gap between HOMO and LUMO (spin up / spin down): 8.07 / 5.23 eV
⟨S²⟩: 8.798


Entry 2:
A structure of composition C34H33IrN5O5S, computed with the ωB97M-V functional and the def2-TZVPD basis.

Geometry as ORCA input:
```
! wB97M-V def2-TZVPD RIJCOSX def2/J DEFGRID3
* xyz 2 2
C -0.51987 0.50588 1.76635
H 5.13283 4.91605 -1.12219
C 5.42602 3.88793 -1.32670
C 1.92272 -6.23023 -2.35524
H -0.55967 1.84497 -1.14106
C 3.27300 1.06087 -0.42680
H 5.47207 3.72144 -2.40465
H -2.61568 5.89328 2.82184
O 0.85268 1.56052 3.37153
C -1.74597 -0.05601 1.42282
H -2.86539 -5.17339 -0.19847
C -2.71882 -0.27433 2.37448
H -2.61153 2.63432 -2.25627
C -0.31889 0.94010 3.11280
H 6.08459 -0.89598 -2.16863
C -2.24124 -3.22217 -0.75215
O -0.94597 4.82522 2.17327
H -3.23918 -0.10075 4.44796
C -1.43694 4.34603 1.01639
C 1.31328 -4.05687 -1.57392
C -5.91507 -2.92889 -2.89833
H -1.15582 5.94582 3.82314
H -1.78003 -1.27550 -1.50052
H -6.20776 -1.91159 -3.14090
C -4.65377 -2.99177 -2.10312
O 4.41390 3.08641 -0.73860
C -4.33634 -4.15683 -1.40360
C 3.53661 -4.52532 -1.90460
H -5.76981 -3.46694 -3.83561
C -2.48871 0.08737 3.69771
N 0.54639 0.57976 0.87641
C 3.25105 -5.82588 -2.30741
H 6.39700 3.69115 -0.86755
C -3.73713 -1.94004 -2.10573
H -3.88963 4.51418 -1.29843
C 1.15117 1.71538 0.71283
H 0.42197 2.63206 5.09950
H -6.73272 -3.41991 -2.37765
C -3.13753 -4.27508 -0.72738
H 4.04898 -6.49266 -2.58438
C -2.58049 4.78719 0.35830
C 4.20955 -1.00349 -1.13581
H -3.65239 -0.73844 2.09859
N 2.34692 1.90579 0.15290
C -2.99882 4.16707 -0.80298
C -0.69093 3.27106 0.45032
H 0.77002 3.42631 1.86589
N 0.51909 2.94187 1.01203
N 2.59425 -3.67337 -1.55954
O -0.39654 -2.37281 0.98879
H -3.96831 -1.03731 -2.65297
H -1.93277 -0.31411 0.39731
H 4.55922 -4.17538 -1.87567
H 2.62466 2.88427 0.08597
H 6.26996 1.54231 -1.99703
C 3.12481 -0.33461 -0.53929
C 0.92982 -5.34425 -1.98665
C -2.52329 -2.05978 -1.45037
N 0.45959 -3.09689 -1.13929
H -1.17361 1.00506 5.08766
Ir 1.37002 -1.46483 -0.21471
C -1.52965 5.95168 2.80155
O -0.50746 -4.79111 0.49077
C -1.13557 2.65771 -0.72371
H 1.17486 1.03398 5.35635
C -1.30951 0.70737 4.06031
H -1.21819 6.87250 2.30477
C 5.41071 1.03891 -1.58602
C 5.30235 -0.33779 -1.67539
S -0.66406 -3.45279 0.02795
C 4.41354 1.75402 -0.93890
H 4.19026 -2.07638 -1.18930
H -0.11068 -5.62107 -1.98195
H -3.15038 5.61462 0.74440
C 1.15068 1.91405 4.71193
C -2.28385 3.09792 -1.34059
H 2.14022 2.36610 4.69379
H 1.67199 -7.22836 -2.68290
H -5.02680 -4.98562 -1.41367
*
```

Summary:
HOMO energy (spin up / spin down): -13.01 / -13.01 eV
E_LUMO (spin up / spin down): -7.034 / -8.773 eV
Gap between HOMO and LUMO (spin up / spin down): 5.98 / 4.24 eV
⟨S²⟩: 0.769


Entry 3:
A cluster of 9 separate species, C48H116N8O9 in total, computed with the ωB97M-V functional and the def2-TZVPD basis.

Geometry as ORCA input:
```
! wB97M-V def2-TZVPD RIJCOSX def2/J DEFGRID3
* xyz 0 1
C -3.25422 4.07328 3.79156
O 7.32620 0.30778 3.23826
O 2.40579 6.04705 -3.45470
H 1.76259 6.59942 2.68133
H 4.11294 -2.56249 -2.71102
H -7.77766 -4.45865 0.13750
N 2.77417 -4.64827 -1.83354
H -3.40490 4.17661 4.86614
H 1.05931 -5.14981 0.43224
H 5.38408 -4.27286 -2.07487
H 8.74266 -1.79965 0.27700
O -7.53160 -7.32196 -1.10223
H 1.06911 -6.76284 -1.82974
H 2.73264 -2.76347 -3.86592
O 1.49621 -4.12130 -2.02410
H 6.97583 0.59302 5.16544
H 4.13542 -2.70894 7.85312
C -2.68208 2.95496 -7.81256
H 7.94144 1.94128 4.38426
H 0.06200 8.19306 4.35932
H -8.13382 -4.63898 1.88911
C -2.61285 -0.00740 -7.97065
H 7.91853 1.21752 -0.56448
H -4.90534 -1.26307 0.13111
H 2.39496 8.50695 -1.97557
C 7.64318 -0.11280 0.94173
H -6.61848 -9.05348 -1.44346
H 2.35649 -5.92881 1.31583
C -3.77013 4.08841 -8.03153
H 1.42411 -0.56585 1.29478
C 1.99130 -3.12026 9.50262
H -4.38367 -1.47521 7.16872
H -0.63487 0.87402 -6.47520
H 1.60142 0.32664 -0.11768
H -1.49213 5.51189 1.19922
H 1.68600 4.83171 4.79188
C 0.95659 9.56467 -2.92931
H 0.64884 -3.40501 6.40348
H -1.75269 0.19369 -9.85481
H -1.46563 1.13628 -4.90619
H 9.07482 -1.38524 1.90028
H 1.53309 -3.26963 -1.58266
C 1.21482 -5.22614 10.28005
C -2.45782 2.19528 -9.16527
H -1.28890 -1.58501 1.91010
C -1.79070 0.82125 -8.96439
C 0.77865 6.13228 2.63974
H -6.38630 -1.41285 6.11571
C 3.72170 -3.11123 -3.56771
H 0.64520 6.70813 -2.48925
H -0.82110 7.30811 5.48626
C 1.36559 7.01110 -3.24908
H 2.81072 -5.12841 -5.18719
C 3.21686 -2.62020 7.27306
H 8.53029 1.48870 1.94150
O -0.26070 -0.76932 0.22609
H 4.63842 -5.46778 0.04595
H -1.60745 0.08399 1.56535
C -7.96331 -5.16278 0.94856
N -2.70550 -2.40993 -0.36217
C 8.91714 -0.93659 0.91950
H 1.36785 10.54407 -2.68488
H 3.00282 -3.38620 9.80955
H 3.74141 -6.36972 -4.51521
H 0.47872 0.93310 1.15231
H -3.31511 2.27977 -9.83310
N 0.83197 -2.92437 7.27269
H -4.20536 -1.00213 1.69269
H -4.22113 0.44118 -5.00862
H 1.64251 4.55458 -2.11997
H -1.81849 2.83573 -9.77286
C -1.44192 -0.88303 1.09041
C -3.89570 -0.09321 -5.90115
H -0.90175 4.36108 -8.13987
C 3.01940 -5.60483 -4.22929
H 4.45226 -3.10221 -4.37659
C -4.48396 -1.67517 6.10193
H 2.78030 3.96967 -3.38916
H 6.19003 1.77138 4.10483
H 4.64548 -7.18001 -2.48209
C 2.02090 -3.38339 8.02126
H 1.86194 -7.69724 -0.52678
H 1.41152 -5.79887 9.37375
H -1.69286 3.81754 1.52474
C 0.84151 0.05652 0.61556
H -5.95420 -5.15715 2.58058
C -2.76653 0.63685 -6.59365
H 0.15423 9.27773 -2.24961
H 1.78167 6.56807 5.21101
H -4.72475 3.56968 -8.11955
O 0.94038 -3.82505 10.09105
H -6.03645 -5.82208 -0.95736
C 7.58039 0.95543 1.97901
H -4.18200 0.31908 0.65676
H -1.65162 4.38724 -6.59889
H -3.63224 -1.12260 -5.65810
O -5.79964 -2.12026 5.83821
H 6.69691 1.53192 1.70473
H 2.11514 -6.10621 -3.88424
C 3.58221 -4.65954 -3.09132
H 3.31272 -3.09027 6.29430
H -1.55064 7.95292 2.55170
C 0.05726 6.06710 4.04463
C -2.24595 5.09069 3.25741
H 0.65831 5.50555 6.04800
H -5.17033 -5.02011 1.08280
H -1.26920 -0.44057 -5.41111
C 5.03692 -6.42491 -1.80040
H -3.43947 6.55334 4.49172
H 0.20356 6.69283 1.90276
C 5.04287 -5.13008 -2.65525
H 0.82248 7.20850 -4.17330
H 0.48805 9.67126 -3.90768
C 2.14374 -5.23361 0.50371
H 6.81189 -0.75479 1.23313
N -3.22869 2.02707 -6.78178
N -0.95000 4.99454 3.99854
H -1.77629 -2.74688 -0.56985
H -8.88216 -5.71226 0.74387
H 3.10708 -1.54016 7.17527
H 4.00980 -7.16945 0.02444
C 1.98280 4.67273 -3.14873
H 2.61693 -7.54803 -2.05969
H -7.17692 -6.95096 1.71982
H -4.26730 4.36753 3.51733
C -1.44867 0.55136 -5.82580
H 3.39285 7.79633 -4.12171
H -0.63197 3.02061 -7.04378
C 1.11612 5.71468 5.08116
H 6.45569 0.54316 -0.54204
H -3.49729 6.65045 2.68633
C -4.07743 -0.76571 0.63637
H -3.25570 -2.29039 -1.20068
H -3.57211 4.62722 -8.95812
H -3.72052 -2.38135 5.77546
H -4.40572 -0.72021 5.58228
C -1.87614 7.65334 3.54790
H -3.76096 4.76003 -7.17309
C 7.11832 1.23242 4.29425
H -2.02889 -0.92380 -7.88531
H -3.07620 4.92345 1.25610
H 0.26089 -5.51889 10.71870
C -7.51451 -8.72227 -0.91857
C -0.63347 7.35551 4.41359
H 1.13404 5.20299 2.19455
H -8.33112 -9.13463 -1.51120
H -2.47308 -0.48512 -0.67942
H -5.51384 -7.26205 -0.25694
N 3.02426 8.71272 -3.91078
H 1.15761 4.42054 -3.81473
C -2.68415 -1.12534 0.17712
C 2.01678 -6.98963 -1.34129
H -4.79920 -0.04448 -6.50894
C 2.74366 -5.73234 -0.85149
C 4.13587 -6.24188 -0.53398
H -0.74812 1.02487 -8.72013
N 7.43976 0.33576 -0.44883
H 1.96044 -5.20002 11.07469
H 2.63259 9.07546 -4.76817
H -2.43978 8.52437 3.88216
H 6.02285 -6.74841 -1.46664
H -7.56333 -8.90422 0.15503
C -2.11035 4.79983 1.74591
C 1.98875 8.41091 -2.98247
H -4.49274 2.73842 -5.77511
N -5.66785 -5.61691 1.72810
H -3.02288 3.05416 3.48175
H 2.45631 -4.21589 0.73749
H 1.83690 -2.05463 9.67195
H 5.62336 -5.30449 -3.56118
O -0.41522 3.76556 3.95354
H 9.78431 -0.37412 0.57344
C -6.41525 -6.66017 -0.37237
C -2.86843 6.50447 3.56456
O -3.54511 2.66691 -5.63915
H -3.49249 -0.19738 -8.58567
C -1.38974 3.71159 -7.41315
H -0.46345 3.47015 4.86567
H 0.07240 -3.25138 7.85254
H 2.29388 -4.41726 7.80984
C -6.83244 -6.16451 1.04829
*
```

Summary:
HOMO energy: -8.03 eV
SMILES string: CC1(C)CCCC(C)(C)N1O.CC1(C)CCCC(C)(C)N1O.CC1(C)CCCC(C)(C)N1O.COC[C@H](C)N.COC[C@H](C)N.COC[C@H](C)N.COC[C@H](C)N.COC[C@H](C)N.CO
E_LUMO: 0.075 eV
Gap between HOMO and LUMO: 8.11 eV


Entry 4:
The molecule C6H6N2O3S2, computed with the ωB97M-V functional and the def2-TZVPD basis.

Geometry as ORCA input:
```
! wB97M-V def2-TZVPD RIJCOSX def2/J DEFGRID3
* xyz 0 1
C -2.06136 -0.04376 0.07074
H 1.36697 -0.09195 -1.87854
H 3.10791 -1.05526 2.08351
S -0.92937 1.92093 -1.25549
H -3.17530 3.03903 -0.74480
C -0.96308 0.31501 -0.57603
O 1.94482 1.03687 0.86834
O -1.92483 -1.28276 0.60366
N -0.57059 -1.73885 0.27756
H -4.02876 0.91841 0.58626
C -2.57194 2.13293 -0.61397
O 3.77599 0.02403 -0.19822
C -0.03352 -0.76746 -0.45825
C 1.29958 -0.77104 -1.05235
S 2.40792 -0.19866 0.26739
H 1.45378 -1.32183 1.85849
H 1.55748 -1.77838 -1.36174
N 2.40004 -1.35590 1.44984
C -3.05572 1.01865 0.07360
*
```

Summary:
HOMO energy: -9.61 eV
SMILES string: NS(=O)(=O)Cc1noc2ccsc12
E_LUMO: 0.044 eV
Gap between HOMO and LUMO: 9.65 eV


Entry 5:
A cluster of 3 separate species, C5H14N4 in total, computed with the ωB97M-V functional and the def2-TZVPD basis.

Geometry as ORCA input:
```
! wB97M-V def2-TZVPD RIJCOSX def2/J DEFGRID3
* xyz 0 1
H 2.09038 -1.43290 -1.70106
H 0.68759 0.88639 2.60231
H 0.75948 0.38811 -1.88333
C 0.98591 0.06846 -0.86891
C 0.04361 -0.75579 0.82794
H -2.39446 2.15722 -1.74306
H -0.69408 0.01650 1.07897
N 2.20395 -0.07458 3.53794
C -1.57575 1.68735 -1.18536
H 2.32896 -1.22338 -0.07001
H -2.29552 -1.59649 -1.05581
H -2.74098 -0.36116 0.02791
H -1.73561 1.87161 -0.12053
H -0.65082 2.18479 -1.48171
H 2.72689 -0.95231 3.45702
H -0.37568 -1.64694 0.35912
N 1.06205 -0.96247 1.65989
C 1.31266 -0.02332 2.62105
N 2.13231 -0.75259 -0.95335
C -1.50002 0.23361 -1.47343
N -2.36468 -0.60517 -0.87690
H -1.16609 -0.09477 -2.44865
H 1.15990 0.98782 -0.31005
*
```

Summary:
HOMO energy (spin up / spin down): -6.99 / -6.60 eV
E_LUMO (spin up / spin down): 0.278 / -0.571 eV
Gap between HOMO and LUMO (spin up / spin down): 7.27 / 6.03 eV